C2H10N3O | ωB97M-V/def2-TZVPD

Structure (ORCA input):
```
! wB97M-V def2-TZVPD RIJCOSX def2/J DEFGRID3
* xyz 1 1
C -0.18488 -0.08455 1.75460
N -0.94110 -0.50200 0.56064
C -0.42800 -0.68564 -0.64197
N -1.27820 -1.00087 -1.64097
N 0.88554 -0.69512 -0.90988
H -0.23985 0.99332 1.85433
H 0.83461 -0.43852 1.64578
H -0.62846 -0.56542 2.62149
H -1.91274 -0.74184 0.67168
H -2.25162 -0.77667 -1.52106
H -0.97209 -1.18879 -2.57878
H 1.22185 -1.25998 -1.67027
H 1.51801 -0.07294 -0.42497
H 0.76167 2.50663 -0.20811
H 2.14392 2.57787 0.36952
O 1.47134 1.93452 0.11797
*
```

- DFT total energy (a.u.) = -321.50874
- orbital gap (eV) = 11.8

***

C5H12S2 | ωB97M-V/def2-TZVPD

Structure (ORCA input):
```
! wB97M-V def2-TZVPD RIJCOSX def2/J DEFGRID3
* xyz 0 1
C -3.39777 1.16692 -1.11183
C -2.12708 0.97122 -1.43665
C -1.71120 0.16432 -2.62863
C -0.99204 1.49824 -0.60020
H -3.64419 1.76341 -0.24177
H -4.19443 0.75173 -1.71280
H -1.22694 0.80514 -3.36890
H -2.57202 -0.28900 -3.11730
H -1.00184 -0.61895 -2.35464
H -1.31604 2.25713 0.10671
H -0.20759 1.91658 -1.22714
H -0.56627 0.67491 -0.02237
C 1.15277 0.24996 2.56566
S 2.27541 -0.24436 1.22871
S 1.12643 -1.56135 0.14969
H 0.31643 0.81976 2.16575
H 1.74672 0.88702 3.21945
H 0.80736 -0.62476 3.10344
H 1.48736 -2.68631 0.78454
*
```

- SMILES = C=C(C)C.CSS
- DFT total energy (a.u.) = -994.05461
- orbital gap (eV) = 9.8

***

C4H7NO4 | ωB97M-V/def2-TZVPD

Structure (ORCA input):
```
! wB97M-V def2-TZVPD RIJCOSX def2/J DEFGRID3
* xyz 0 1
C -1.13113 0.19078 -0.51204
C -1.21247 -1.66047 -0.18924
C 0.79624 0.74724 0.95511
C 0.24489 0.80764 -0.50153
N -2.28391 0.71874 -0.23441
O -2.52293 1.90747 -0.08770
O -3.41116 -0.13741 -0.05116
O -1.71205 -2.08926 0.83066
O -0.59239 -2.33433 -1.09777
H 1.87121 0.89616 0.92230
H 0.52728 -0.15109 1.44042
H 0.31522 1.50996 1.46402
H 0.99187 0.20410 -1.11734
H 0.20095 1.81807 -0.83622
H -3.31061 -0.63192 0.76411
H -0.34616 -3.28184 -0.89526
*
```

- DFT total energy (a.u.) = -512.17051
- orbital gap (eV) = 9.2